# 1
Molecular formula: C5H10O2
Method: DFT, wB97M-V/def2-TZVPD

XYZ file:
```
17
Properties=species:S:1:pos:R:3:forces:R:3
C 2.190 0.490 -1.418 -0.2 -0.1 0.0
C 1.117 -0.216 -1.076 0.4 0.0 -0.1
O -0.110 0.355 -0.935 0.1 0.1 0.0
C -0.982 -0.215 0.032 -0.2 -0.1 -0.1
C -2.376 0.267 -0.304 0.0 0.0 0.0
O -0.678 0.203 1.327 0.0 0.1 0.0
C 0.605 -0.189 1.779 0.3 0.0 0.1
H 3.154 0.009 -1.529 -0.2 0.0 -0.1
H 2.127 1.566 -1.538 0.0 -0.1 -0.1
H 1.156 -1.288 -0.869 0.0 0.1 -0.1
H -0.899 -1.317 -0.036 0.1 0.1 0.0
H -2.391 1.360 -0.278 0.0 -0.1 0.0
H -2.656 -0.067 -1.306 0.0 0.0 0.1
H -3.101 -0.113 0.420 0.1 0.0 -0.1
H 1.390 0.169 1.103 -0.2 -0.1 0.3
H 0.765 0.270 2.754 -0.2 -0.1 0.0
H 0.690 -1.284 1.873 -0.1 0.2 0.0
```
Forces are in eV/Å.

Summary:
Strongest force on any atom in eV/Å: 0.403
Energy relative to the best compared isomer or geometry (same formula, charge and spin) in kcal/mol: 52.7
E_HOMO in eV: -8.961
Charge: 0
SMILES string: C=CO[C@H](C)OC
Electronic energy in hartree: -346.94150
LUMO level in eV: 1.1

---

# 2
Molecular formula: C3H2FO3Pm
Method: DFT, wB97M-V/def2-TZVPD

XYZ file:
```
10
Properties=species:S:1:pos:R:3:forces:R:3
C 0.634 -1.122 0.144 0.0 -0.4 0.5
C 1.300 0.085 0.677 1.4 -1.4 -0.6
O 0.403 1.091 0.249 -0.3 0.5 -0.3
C -0.664 0.586 -0.301 0.7 0.1 1.1
O -0.521 -0.850 -0.308 -0.5 -0.3 -0.9
O -1.643 1.112 -0.690 -1.0 0.0 -0.6
Pm -4.321 1.270 -1.719 0.1 0.2 0.0
F 1.082 -2.274 0.029 -0.1 0.3 0.3
H 1.432 0.071 1.770 0.1 0.1 -0.1
H 2.297 0.033 0.149 -0.5 1.0 0.5
```
Forces are in eV/Å.

Summary:
Strongest force on any atom in eV/Å: 2.103
E_HOMO (alpha / beta) in eV: -21.515 / -24.799
Charge: +3
Electronic energy in hartree: -1048.23122
LUMO level (alpha / beta) in eV: -12.9 / -12.7
Expectation value of S²: 8.754
Spin multiplicity: 6

---

# 3
Molecular formula: C4H6O
Method: DFT, wB97M-V/def2-TZVPD

XYZ file:
```
11
Properties=species:S:1:pos:R:3:forces:R:3
C 0.169 1.374 -0.640 0.0 0.0 -0.1
C 0.050 0.168 0.238 0.0 0.1 0.0
O -0.144 0.466 1.509 -0.2 -0.3 -0.2
C 0.185 -1.119 -0.270 0.1 -0.3 -0.2
C -0.398 -2.362 0.031 0.0 0.5 0.2
H 1.103 1.919 -0.464 -0.1 -0.1 0.1
H -0.657 2.059 -0.426 0.1 -0.1 0.1
H 0.119 1.073 -1.687 0.1 0.1 0.2
H 0.795 -1.081 -1.174 -0.1 -0.1 -0.2
H -0.105 -0.357 2.026 -0.2 0.0 -0.1
H -1.208 -2.265 0.787 0.3 0.2 0.2
```
Forces are in eV/Å.

Summary:
Strongest force on any atom in eV/Å: 0.534
Energy relative to the best compared isomer or geometry (same formula, charge and spin) in kcal/mol: 76.8
E_HOMO in eV: -7.736
Charge: 0
Electronic energy in hartree: -231.10140
LUMO level in eV: -0.5

---

# 4
Molecular formula: C7H26O6
Method: DFT, wB97M-V/def2-TZVPD

XYZ file:
```
39
Properties=species:S:1:pos:R:3:forces:R:3
C -0.100 -1.048 2.141 -0.5 0.1 0.0
C 0.000 -1.803 0.838 -0.1 -0.2 0.0
O 0.215 -0.903 -0.240 0.0 0.0 0.3
H 0.843 -0.543 2.339 0.0 0.1 0.2
H -0.351 -1.752 2.937 0.3 0.0 0.1
H -0.915 -0.319 2.148 0.2 0.1 -0.2
H -0.908 -2.390 0.643 0.0 0.0 0.1
H 0.825 -2.517 0.973 0.0 0.1 -0.4
H 0.370 -1.423 -1.042 0.0 0.0 -0.1
C -4.329 -0.383 0.444 0.6 0.1 0.1
O -5.121 -1.448 -0.052 0.1 -0.1 0.0
H -3.618 -0.676 1.226 -0.3 -0.2 0.1
H -3.677 -0.003 -0.346 -0.4 0.1 -0.2
H -4.967 0.409 0.836 0.1 0.1 -0.1
H -5.092 -2.171 0.578 -0.1 0.0 0.0
C 0.501 -2.970 -3.708 0.0 0.0 0.2
O 0.990 -2.204 -2.603 0.0 -0.2 -0.3
H 1.202 -3.763 -3.973 0.0 0.0 -0.1
H -0.435 -3.427 -3.397 0.0 0.0 0.1
H 0.299 -2.338 -4.574 0.1 0.0 0.0
H 1.862 -1.871 -2.835 0.0 0.0 0.1
C -0.803 2.961 2.754 -0.8 0.2 -0.8
O 0.595 3.046 2.823 0.3 0.0 0.1
H -1.133 2.570 1.781 0.1 -0.2 0.2
H -1.172 2.300 3.532 0.1 0.0 0.1
H -1.298 3.938 2.824 0.1 0.0 0.4
H 0.893 3.436 1.997 0.1 0.0 0.0
C 0.686 2.485 -0.937 -0.9 -1.5 -0.6
O 0.482 3.398 -2.005 0.5 0.4 0.3
H 0.950 1.492 -1.330 0.2 0.2 0.1
H 1.473 2.756 -0.242 0.0 0.6 -0.2
H -0.258 2.287 -0.416 0.2 0.3 0.3
H -0.342 3.167 -2.440 0.0 0.0 0.0
C 3.389 0.070 -0.171 0.1 0.6 -0.3
O 4.396 -0.636 0.521 0.1 -0.2 0.2
H 3.683 1.115 -0.335 -0.1 -0.1 0.0
H 3.166 -0.368 -1.151 0.0 -0.1 0.1
H 2.480 0.072 0.421 0.0 -0.2 0.0
H 5.221 -0.545 0.039 0.0 0.0 0.0
```
Forces are in eV/Å.

Summary:
Strongest force on any atom in eV/Å: 1.819
Energy relative to the best compared isomer or geometry (same formula, charge and spin) in kcal/mol: 42.2
E_HOMO in eV: -9.904
Charge: 0
SMILES string: CCO.CO.CO.CO.CO.CO
Electronic energy in hartree: -733.62018
LUMO level in eV: 0.4

---

# 5
Molecular formula: C2H4N4O2
Method: DFT, wB97M-V/def2-TZVPD

XYZ file:
```
12
Properties=species:S:1:pos:R:3:forces:R:3
H 0.290 2.687 -0.731 -1.2 2.6 0.5
N 0.998 2.030 -0.858 -1.5 -2.3 0.0
C 0.359 0.923 -0.656 2.4 -1.6 0.4
N 1.022 -0.258 -0.872 -1.6 -2.0 -0.2
C 0.320 -1.230 -0.296 2.2 3.5 -0.7
O 0.569 -2.430 -0.642 0.2 -6.6 3.1
N -0.535 -0.840 0.658 -3.8 1.4 0.5
N -0.918 0.613 0.086 1.1 -2.1 -2.5
O -1.022 1.529 1.012 -0.6 1.0 2.2
H 0.490 -3.248 0.198 0.1 4.0 -3.6
H -1.467 -1.373 0.804 2.1 1.1 -0.6
H -0.106 1.597 1.297 0.4 1.0 1.0
```
Forces are in eV/Å.

Summary:
Strongest force on any atom in eV/Å: 7.305
Energy relative to the best compared isomer or geometry (same formula, charge and spin) in kcal/mol: 91.0
E_HOMO in eV: -9.188
Charge: 0
SMILES string: [H]/N=c1/nc(O)[nH]n1O
Electronic energy in hartree: -447.95746
LUMO level in eV: -0.4

---

# 6
Molecular formula: C4H6NO3
Method: DFT, wB97M-V/def2-TZVPD

XYZ file:
```
14
Properties=species:S:1:pos:R:3:forces:R:3
N 0.196 1.892 -0.335 2.3 -0.7 -1.1
C -0.589 1.243 0.604 -0.5 2.2 1.1
O -1.592 1.791 1.091 0.9 -0.4 -1.0
C -0.128 -0.073 1.059 -1.1 -3.0 0.1
C -0.472 -1.061 -0.132 1.8 2.8 -1.2
C 0.785 -1.502 -0.918 2.2 -0.3 2.1
O 1.808 -1.783 -0.195 -1.1 0.5 -0.2
O 0.749 -1.582 -2.136 -0.8 0.0 -1.8
H 1.164 1.500 -0.705 -3.2 0.8 1.2
H -0.127 2.762 -0.780 0.1 -0.9 0.7
H 0.909 -0.176 1.294 1.0 0.2 -0.6
H -0.554 -0.447 2.029 -0.4 0.9 -1.0
H -1.166 -0.639 -0.857 0.2 0.9 -0.1
H -0.984 -1.926 -0.019 -1.4 -3.0 1.9
```
Forces are in eV/Å.

Summary:
Strongest force on any atom in eV/Å: 3.829
Energy relative to the best compared isomer or geometry (same formula, charge and spin) in kcal/mol: 24.1
E_HOMO in eV: -4.056
Charge: -1
SMILES string: NC(=O)CCC(=O)[O-]
Electronic energy in hartree: -436.56086
LUMO level in eV: 3.8

---

> Look up the electronic energy of the fourth one.

-733.62018 hartree

---

> Look up the electronic energy of the fifth one.

-447.95746 hartree

---

What did the first record say?
Molecular formula: C5H10O2
Method: DFT, wB97M-V/def2-TZVPD

XYZ file:
```
17
Properties=species:S:1:pos:R:3:forces:R:3
C 2.190 0.490 -1.418 -0.2 -0.1 0.0
C 1.117 -0.216 -1.076 0.4 0.0 -0.1
O -0.110 0.355 -0.935 0.1 0.1 0.0
C -0.982 -0.215 0.032 -0.2 -0.1 -0.1
C -2.376 0.267 -0.304 0.0 0.0 0.0
O -0.678 0.203 1.327 0.0 0.1 0.0
C 0.605 -0.189 1.779 0.3 0.0 0.1
H 3.154 0.009 -1.529 -0.2 0.0 -0.1
H 2.127 1.566 -1.538 0.0 -0.1 -0.1
H 1.156 -1.288 -0.869 0.0 0.1 -0.1
H -0.899 -1.317 -0.036 0.1 0.1 0.0
H -2.391 1.360 -0.278 0.0 -0.1 0.0
H -2.656 -0.067 -1.306 0.0 0.0 0.1
H -3.101 -0.113 0.420 0.1 0.0 -0.1
H 1.390 0.169 1.103 -0.2 -0.1 0.3
H 0.765 0.270 2.754 -0.2 -0.1 0.0
H 0.690 -1.284 1.873 -0.1 0.2 0.0
```
Forces are in eV/Å.

Summary:
Strongest force on any atom in eV/Å: 0.403
Energy relative to the best compared isomer or geometry (same formula, charge and spin) in kcal/mol: 52.7
E_HOMO in eV: -8.961
Charge: 0
SMILES string: C=CO[C@H](C)OC
Electronic energy in hartree: -346.94150
LUMO level in eV: 1.1

---

> Among the records above, which one has the highest strongest force on any atom?

C2H4N4O2